Molecular formula: C55H66BMnN9S3
Method: DFT, wB97M-V/def2-TZVPD

The geometry in ORCA input format:
```
! wB97M-V def2-TZVPD RIJCOSX def2/J DEFGRID3
* xyz 0 6
Mn 0.581 -1.065 0.824
C -4.339 -3.107 -0.859
C -4.163 -1.629 -0.895
C -5.222 -0.755 -0.844
C -4.966 0.637 -0.811
N -3.757 1.120 -0.851
N -2.708 0.281 -0.983
B -1.384 0.848 -1.154
N -1.082 2.178 -0.523
N -1.372 3.192 -1.336
C -1.194 4.416 -0.939
C -0.588 4.698 0.309
C -0.279 3.663 1.158
C 0.427 3.875 2.452
C -0.613 2.346 0.742
S -0.474 1.017 1.774
C -1.681 5.517 -1.850
C -2.297 4.924 -3.118
C -0.509 6.428 -2.232
C -2.755 6.305 -1.090
N -0.590 0.469 -2.315
N -1.302 0.232 -3.435
C -0.687 -0.045 -4.550
C 0.716 -0.129 -4.628
C 1.465 0.070 -3.482
C 2.950 -0.058 -3.470
C 0.782 0.356 -2.294
S 1.594 0.510 -0.804
C -1.551 -0.227 -5.779
C -1.154 0.827 -6.821
C -1.333 -1.636 -6.340
C -3.026 -0.049 -5.418
C -2.864 -1.092 -0.971
S -1.495 -2.083 -0.991
C -6.125 1.611 -0.779
C -5.626 3.055 -0.727
C -6.933 1.403 -2.068
C -7.000 1.316 0.445
H -5.394 -3.373 -0.879
H -3.875 -3.508 0.042
H -3.825 -3.556 -1.706
H -6.229 -1.137 -0.798
H -0.362 5.716 0.588
H 0.575 4.934 2.649
H 1.398 3.381 2.413
H -0.123 3.422 3.272
H -1.555 4.357 -3.671
H -2.683 5.719 -3.750
H -3.108 4.248 -2.864
H 0.253 5.855 -2.754
H -0.051 6.882 -1.357
H -0.854 7.224 -2.887
H -3.561 5.639 -0.792
H -3.167 7.085 -1.725
H -2.347 6.768 -0.195
H 1.211 -0.369 -5.555
H 3.321 -0.277 -4.469
H 3.249 -0.857 -2.788
H 3.401 0.865 -3.106
H -0.132 0.687 -7.165
H -1.240 1.827 -6.400
H -1.817 0.761 -7.682
H -0.291 -1.803 -6.600
H -1.939 -1.779 -7.231
H -1.623 -2.376 -5.598
H -3.195 0.939 -5.000
H -3.319 -0.786 -4.676
H -3.639 -0.173 -6.309
H -5.017 3.273 -1.599
H -5.017 3.213 0.159
H -6.472 3.738 -0.704
H -6.297 1.560 -2.936
H -7.763 2.103 -2.113
H -7.333 0.393 -2.122
H -6.414 1.413 1.355
H -7.404 0.307 0.407
H -7.832 2.013 0.492
C 5.140 -2.289 6.210
C 5.869 -2.607 4.939
C 7.186 -3.033 4.984
C 7.886 -3.328 3.829
C 7.260 -3.206 2.604
C 5.947 -2.781 2.530
C 5.239 -2.480 3.692
N 3.921 -2.011 3.655
C 3.061 -2.050 2.571
N 3.050 -3.227 1.917
C 2.522 -3.535 0.650
C 1.615 -2.683 -0.011
C 1.402 -2.990 -1.364
C 1.937 -4.108 -1.976
C 2.684 -5.008 -1.238
C 2.994 -4.731 0.080
C 3.792 -5.714 0.898
N 2.275 -1.061 2.285
C 2.411 0.103 3.075
C 1.534 0.303 4.141
C 1.667 1.416 4.950
C 2.680 2.330 4.706
C 3.543 2.138 3.639
C 3.427 1.032 2.810
C 4.375 0.809 1.672
H 5.733 -2.602 7.066
H 4.178 -2.796 6.248
H 4.957 -1.218 6.304
H 7.667 -3.143 5.946
H 8.915 -3.646 3.888
H 7.793 -3.432 1.693
H 5.480 -2.656 1.565
H 3.688 -1.310 4.347
H 3.666 -3.930 2.300
H 0.790 -2.341 -1.980
H 1.730 -4.300 -3.019
H 3.038 -5.919 -1.699
H 3.889 -6.650 0.357
H 3.284 -5.928 1.840
H 4.799 -5.352 1.114
H 0.753 -0.426 4.310
H 0.981 1.565 5.770
H 2.800 3.192 5.346
H 4.330 2.856 3.444
H 4.872 1.738 1.403
H 3.843 0.424 0.802
H 5.142 0.083 1.951
C -1.879 -2.869 4.511
C -2.466 -2.061 3.556
C -1.799 -1.775 2.374
C -0.512 -2.269 2.105
C 0.000 -3.174 3.043
C -0.659 -3.455 4.231
H -2.373 -3.051 5.457
H -3.445 -1.636 3.729
H -2.311 -1.145 1.654
H 0.932 -3.685 2.852
H -0.208 -4.131 4.945
*
```

Values from the calculation:
total energy	-136021.8377	eV
HOMO (alpha / beta)	-0.19298 / -0.27357	Ha
strongest force on any atom	0.0373	hartree/bohr
gap between HOMO and LUMO (alpha / beta)	4.79 / 7.16	eV

Atom charges from the Mulliken analysis, given in e for atoms 1 to 5: atom 1 (Mn): 1.30, atom 2 (C): -1.72, atom 3 (C): -0.18, atom 4 (C): -0.42, atom 5 (C): 0.12